[1]
Formula: C5H6O
Source: OMol25
Level of theory: ωB97M-V/def2-TZVPD

XYZ file:
```
12
Properties=species:S:1:pos:R:3:forces:R:3:mulliken_charge:R:1
C 0.048393 -0.313645 1.484781 -0.087 -0.018 0.068 -0.98
C 0.870814 0.036058 0.245879 0.121 -0.022 0.068 -0.52
C 0.143308 -0.283716 -1.052769 0.101 -0.440 -0.325 0.37
C 0.351379 -1.303649 -1.839341 0.062 0.518 0.401 -0.22
C -1.010398 0.584213 -1.479657 -0.373 0.243 0.150 -0.10
O -1.689791 1.169954 -0.672766 0.363 -0.082 -0.373 -0.44
H -0.932479 0.165701 1.440065 0.171 -0.095 0.050 0.31
H -0.091818 -1.396311 1.565933 0.020 0.167 -0.007 0.30
H 0.567372 0.041200 2.381868 -0.077 -0.094 -0.129 0.30
H 1.829058 -0.492983 0.257139 -0.158 0.071 -0.025 0.36
H 1.096721 1.108791 0.234048 -0.067 -0.157 -0.047 0.27
H -1.182560 0.684388 -2.565181 -0.075 -0.093 0.170 0.35
```
Forces are in eV/Å.

Summary:
Total energy: -7325.5041 eV
HOMO level: -0.38242 Ha
Gap between HOMO and LUMO: 9.4 eV
Relative energy (zero: lowest compared OMol25 entry of this formula, charge and spin): 3.780 eV
Spin multiplicity: 1
Maximum force: 0.7 eV/Å

=====

[2]
Formula: C2H8N2P2
Source: OMol25
Level of theory: ωB97M-V/def2-TZVPD

XYZ file:
```
14
Properties=species:S:1:pos:R:3:forces:R:3:mulliken_charge:R:1
C -0.187206 -0.385842 -0.544698 -2.131 -2.893 1.427 -0.73
C 0.952008 -1.140684 0.196703 -2.329 -2.810 -1.938 -0.35
N -1.051653 0.142205 0.518356 0.214 0.374 -0.884 -0.34
N 1.808652 -0.213296 0.771583 0.246 -2.274 2.195 -0.17
P -2.419624 1.045025 0.033289 1.017 1.428 -0.061 -0.09
P 2.216930 1.158613 0.320542 0.660 2.809 -2.052 0.01
H 0.356138 0.357902 -1.075659 -0.161 0.826 -1.172 0.38
H -0.850654 -1.124794 -1.228095 1.661 1.842 1.363 0.38
H 0.561087 -1.990701 0.872136 0.488 1.741 -0.367 0.25
H 1.194871 -1.761641 -0.692681 1.681 0.396 0.479 0.25
H -0.452364 0.527682 1.237895 -0.481 0.253 0.114 0.31
H -2.980637 -0.015536 -0.590154 -0.894 -1.015 -0.838 0.03
H 2.805187 1.768838 1.445402 0.366 -0.265 0.693 0.03
H -1.952739 1.632230 -1.264625 -0.339 -0.412 1.040 0.03
```
Forces are in eV/Å.

Summary:
Total energy: -23758.4391 eV
Structure (SMILES): [H]/P=N/CCNP
HOMO level: -0.32300 Ha
Gap between HOMO and LUMO: 8.3 eV
Relative energy (zero: lowest compared OMol25 entry of this formula, charge and spin): 1.707 eV
Spin multiplicity: 1
Maximum force: 4.1 eV/Å

=====

[3]
Formula: C4H10O
Source: OMol25
Level of theory: ωB97M-V/def2-TZVPD

XYZ file:
```
15
Properties=species:S:1:pos:R:3:forces:R:3:mulliken_charge:R:1
C 0.340854 0.002289 1.967473 -2.131 1.610 1.186 -1.14
C 0.699744 0.277892 0.555566 -1.667 1.914 -2.772 -0.32
C -0.387650 -0.128771 -0.499826 -0.219 1.189 -0.435 0.13
C -0.325291 0.486822 -1.965625 -0.730 -1.431 0.221 -1.32
O -0.228011 -1.531549 -0.567520 -0.830 -0.689 -0.524 -0.57
H 0.779982 -0.870637 2.300162 0.995 -1.907 0.785 0.34
H 0.674569 0.808994 2.639436 -0.052 -0.273 -0.225 0.32
H -0.772018 -0.123318 2.202186 1.227 0.304 -0.677 0.28
H 1.414669 -0.374581 0.160641 1.972 -0.649 0.104 0.28
H 0.996189 1.318641 0.330353 -0.008 -0.321 0.482 0.33
H -1.387622 0.152384 -0.156495 -0.068 -0.225 0.336 0.37
H -1.315554 0.304795 -2.567478 1.906 0.092 1.276 0.27
H 0.526126 0.047444 -2.508447 -0.377 0.022 0.056 0.32
H -0.161421 1.547014 -1.937570 -0.009 0.619 0.179 0.37
H -0.854565 -1.917418 0.047144 -0.010 -0.255 0.006 0.34
```
Forces are in eV/Å.

Summary:
Total energy: -6356.7813 eV
Structure (SMILES): CC[C@@H](C)O
HOMO level: -0.36679 Ha
Gap between HOMO and LUMO: 11.0 eV
Relative energy (zero: lowest compared OMol25 entry of this formula, charge and spin): 1.022 eV
Spin multiplicity: 1
Maximum force: 3.8 eV/Å